Formula: C6H13N
Source: OMol25
Level of theory: the ωB97M-V functional and the def2-TZVPD basis

Results
E_HOMO	-6.91	eV
energy relative to the best compared isomer or geometry (same formula, charge and spin)	780.2	kJ/mol
strongest force on any atom	0.124	Eh/bohr
Kohn-Sham gap	5.437	eV
energy	-290.8616	a.u.

CARTESIAN COORDINATES (ANGSTROEM)
1 C -1.647 -0.030 -1.144
2 C -0.164 -0.104 -0.803
3 C 0.437 0.529 0.370
4 C -0.201 1.408 1.248
5 C 1.775 -0.067 0.890
6 C 1.777 -1.681 0.977
7 N -1.931 1.168 -1.994
8 H -2.169 -1.113 -1.403
9 H -2.126 0.226 -0.174
10 H 0.456 -0.482 -1.629
11 H -0.849 -0.784 1.134
12 H -1.020 2.137 0.950
13 H 0.424 1.716 2.009
14 H 2.525 0.304 0.152
15 H 1.959 0.403 1.901
16 H 1.350 -1.939 0.053
17 H 1.212 -1.994 1.697
18 H 2.721 -2.206 1.101
19 H -1.606 1.035 -3.112
20 H -2.922 1.472 -2.222

Charges obtained by Mulliken population analysis, quoted in units of e: atom 1 (C): -0.645, atom 2 (C): -0.243, atom 3 (C): 0.286, atom 4 (C): -1.000, atom 5 (C): -0.375, atom 6 (C): -1.353, atom 7 (N): -0.601, atom 8 (H): 0.258, atom 9 (H): 0.270, atom 10 (H): 0.364, atom 11 (H): 0.211, atom 12 (H): 0.242, atom 13 (H): 0.393, atom 14 (H): 0.293, atom 15 (H): 0.281, atom 16 (H): 0.329, atom 17 (H): 0.466, atom 18 (H): 0.337, atom 19 (H): 0.235, atom 20 (H): 0.252

***

Formula: C3H3NOS2
Source: OMol25
Level of theory: the ωB97M-V functional and the def2-TZVPD basis

Results
E_HOMO (alpha / beta)	-7.22 / -9.48	eV
energy relative to the best compared isomer or geometry (same formula, charge and spin)	168.9	kJ/mol
strongest force on any atom	0.081	Eh/bohr
⟨S²⟩	2.015
spin multiplicity	3
Kohn-Sham gap (alpha / beta)	7.651 / 7.719	eV
energy	-1042.2948	a.u.

CARTESIAN COORDINATES (ANGSTROEM)
1 C -0.855 -0.200 -0.072
2 C 1.563 -0.615 -0.912
3 C -1.076 -1.174 0.738
4 N 0.266 1.998 0.026
5 O 1.094 -0.844 -1.944
6 S -1.141 1.399 -0.215
7 S 2.341 -0.220 0.413
8 H -1.493 -0.918 1.843
9 H -1.079 -2.320 0.508
10 H 0.380 2.895 -0.385

Charges obtained by Mulliken population analysis, quoted in units of e: atom 1 (C): -0.024, atom 2 (C): 0.547, atom 3 (C): -0.333, atom 4 (N): -0.337, atom 5 (O): -0.348, atom 6 (S): 0.048, atom 7 (S): -0.215, atom 8 (H): 0.193, atom 9 (H): 0.246, atom 10 (H): 0.223

***

Among the records above, which one has the lowest energy? C3H3NOS2